Entry 1:
Entry from the OMol25 dataset: C42H36Cl3IrN4O4PSi as an isolated structure (ωB97M-V/def2-TZVPD).

Each line ends with the Löwdin charge.
Cartesian coordinates (Å):
1 Ir -0.16 0.33 -0.46  1.26
2 C -2.26 0.15 3.79  -0.07
3 O -0.93 -0.40 3.84  0.04
4 C -0.33 -0.11 2.69  -0.36
5 N -0.99 0.91 1.93  -0.10
6 C -2.46 0.55 2.33  -0.20
7 C -3.62 1.48 2.17  -0.21
8 C -3.73 2.69 2.85  -0.07
9 C -4.88 3.45 2.74  -0.05
10 C -5.95 3.00 1.98  -0.05
11 C -5.86 1.78 1.32  -0.05
12 C -4.70 1.03 1.42  -0.04
13 C 0.74 -0.88 2.23  -0.20
14 C 1.52 -1.69 3.08  0.06
15 C 2.53 -2.45 2.54  0.01
16 C 2.71 -2.46 1.14  0.06
17 C 1.86 -1.69 0.39  -0.20
18 N 0.94 -0.87 0.90  0.03
19 C 1.72 -1.80 -1.05  -0.38
20 N 0.80 -1.17 -1.69  0.07
21 C 0.76 -1.80 -3.06  -0.17
22 C 2.07 -2.62 -3.07  -0.01
23 O 2.50 -2.63 -1.68  0.09
24 C -0.36 -2.81 -3.25  -0.21
25 C -0.81 -3.58 -2.18  -0.04
26 C -1.76 -4.56 -2.38  -0.05
27 C -2.21 -4.85 -3.66  -0.05
28 C -1.74 -4.11 -4.73  -0.05
29 C -0.82 -3.09 -4.52  -0.04
30 H -2.32 0.99 4.47  0.09
31 H -2.95 -0.63 4.10  0.16
32 H -2.66 -0.35 1.74  0.13
33 H -2.93 3.04 3.49  0.06
34 H -4.95 4.39 3.28  0.12
35 H -6.86 3.59 1.91  0.12
36 H -6.70 1.41 0.75  0.12
37 H -4.66 0.05 0.94  0.12
38 H 1.31 -1.70 4.14  0.14
39 H 3.17 -3.04 3.17  0.13
40 H 3.45 -3.09 0.66  0.14
41 H 0.75 -1.02 -3.82  0.14
42 H 2.87 -2.21 -3.68  0.14
43 H 1.90 -3.66 -3.34  0.15
44 H -0.43 -3.40 -1.17  0.12
45 H -2.13 -5.13 -1.54  0.12
46 H -2.93 -5.64 -3.81  0.11
47 H -2.07 -4.33 -5.74  0.11
48 H -0.44 -2.53 -5.36  0.11
49 O -3.30 -1.87 -1.72  0.12
50 C -2.72 -0.90 -1.32  -0.66
51 O -1.78 -0.93 -0.37  -0.25
52 C -3.08 0.49 -1.86  -0.21
53 P -1.61 1.49 -2.02  0.99
54 C -2.31 3.18 -2.04  -0.33
55 C -2.14 4.03 -3.13  -0.07
56 C -2.68 5.31 -3.12  -0.05
57 C -3.39 5.75 -2.01  -0.05
58 C -3.59 4.90 -0.94  -0.06
59 C -3.06 3.62 -0.96  -0.14
60 C -1.02 1.29 -3.73  -0.35
61 C -1.57 0.33 -4.57  -0.08
62 C -1.19 0.27 -5.91  -0.06
63 C -0.24 1.15 -6.41  -0.05
64 C 0.34 2.09 -5.57  -0.05
65 C -0.04 2.16 -4.25  -0.13
66 H -3.68 0.96 -1.08  0.07
67 H -3.67 0.43 -2.77  0.11
68 H -1.61 3.71 -4.01  0.09
69 H -2.56 5.95 -3.98  0.12
70 H -3.80 6.76 -1.99  0.12
71 H -4.16 5.23 -0.08  0.11
72 H -3.25 2.96 -0.12  0.07
73 H -2.31 -0.37 -4.20  0.11
74 H -1.65 -0.45 -6.56  0.12
75 H 0.03 1.10 -7.46  0.12
76 H 1.08 2.78 -5.96  0.12
77 H 0.41 2.91 -3.61  0.08
78 Cl -0.41 2.78 4.38  0.50
79 Si -0.21 2.47 2.41  -0.66
80 Cl -0.89 4.03 1.34  0.50
81 Cl 1.78 2.28 2.03  0.46
82 C 3.44 3.27 -2.06  -0.01
83 C 2.18 3.76 -1.80  -0.03
84 C 1.23 2.92 -1.26  -0.21
85 N 1.47 1.62 -1.00  -0.13
86 C 2.71 1.17 -1.20  -0.11
87 C 3.72 1.95 -1.73  -0.01
88 H 4.21 3.90 -2.49  0.13
89 H 1.93 4.79 -2.01  0.13
90 H 0.24 3.28 -1.01  0.05
91 H 2.92 0.16 -0.90  0.10
92 H 4.70 1.53 -1.87  0.13

<S²>   0.77
Multiplicity   2
Charge   +2
Kohn-Sham gap (alpha / beta)   6.36 / 6.99 eV
Highest occupied orbital energy (alpha / beta)   -12.7 / -13.5 eV
Relative energy (zero: lowest compared OMol25 entry of this formula, charge and spin)   0.0 kJ/mol

***

Entry 2:
Entry from the OMol25 dataset: a 9-piece molecular cluster, C2H20BF4O8 overall (ωB97M-V/def2-TZVPD).

Each line ends with the Löwdin charge.
Cartesian coordinates (Å):
1 B -0.42 1.11 0.36  -1.22
2 F 0.44 0.06 0.77  0.10
3 F -0.39 2.17 1.28  0.13
4 F -0.05 1.47 -0.95  0.10
5 F -1.72 0.56 0.36  0.11
6 C 4.12 -2.24 1.59  -0.15
7 O 3.41 -1.58 0.56  -0.12
8 H 3.80 -1.99 2.60  0.08
9 H 4.12 -3.31 1.40  0.08
10 H 5.18 -1.93 1.55  0.07
11 H 2.80 -0.92 0.91  0.09
12 C 1.69 -2.11 -2.08  -0.14
13 O 3.11 -2.29 -2.16  -0.16
14 H 1.47 -1.11 -1.70  0.07
15 H 1.33 -2.36 -3.07  0.07
16 H 1.29 -2.87 -1.39  0.08
17 H 3.47 -2.05 -1.29  0.02
18 O -0.47 4.04 -1.63  -0.06
19 H 0.04 4.22 -2.43  0.04
20 H -0.18 3.15 -1.35  0.01
21 O -0.36 -0.19 3.49  -0.06
22 H -0.41 0.02 2.55  -0.01
23 H -0.19 0.67 3.90  0.03
24 O -4.58 -0.66 0.97  -0.06
25 H -4.46 0.06 0.34  0.02
26 H -4.94 -0.25 1.76  0.03
27 O -2.23 1.10 -2.83  -0.06
28 H -2.78 1.18 -2.04  0.02
29 H -1.34 1.27 -2.50  0.01
30 O -2.05 -2.37 0.29  -0.06
31 H -2.01 -2.57 -0.65  0.03
32 H -1.53 -1.57 0.39  0.00
33 O -2.35 3.98 0.51  -0.08
34 H -1.84 3.25 0.89  0.00
35 H -1.99 4.05 -0.38  -0.01

Charge   -1
Kohn-Sham gap   10.17 eV
Highest occupied orbital energy   -7.3 eV
Relative energy (zero: lowest compared OMol25 entry of this formula, charge and spin)   35.6 kJ/mol

***

Entry 3:
Entry from the OMol25 dataset: C30H28N2SiV as an isolated structure (ωB97M-V/def2-TZVPD).

Each line ends with the Löwdin charge.
Cartesian coordinates (Å):
1 C -0.28 -0.58 -1.34  -0.17
2 C 1.05 -0.58 -0.86  -0.17
3 C 1.11 -1.39 0.32  -0.16
4 H 1.90 -0.14 -1.35  0.08
5 C -0.22 -1.89 0.58  -0.16
6 C -1.09 -1.36 -0.44  -0.16
7 H -2.15 -1.61 -0.55  0.12
8 H -0.64 -0.15 -2.26  0.10
9 H 1.99 -1.68 0.89  0.10
10 H -0.51 -2.62 1.35  0.12
11 V -0.32 0.44 0.78  0.71
12 C 0.15 1.98 1.63  -0.22
13 H 0.57 1.58 2.53  0.01
14 H -0.93 2.08 1.58  -0.01
15 H 0.20 3.04 1.76  0.03
16 Si 3.22 2.87 -1.14  0.75
17 C 2.18 4.14 -1.95  -0.31
18 C 2.49 3.87 -3.30  -0.17
19 H 3.32 3.21 -3.55  0.07
20 C 1.72 4.39 -4.33  -0.08
21 H 1.94 4.11 -5.35  0.11
22 C 0.71 5.32 -4.02  -0.08
23 H 0.16 5.80 -4.83  0.10
24 C 0.45 5.63 -2.67  -0.09
25 H -0.31 6.38 -2.45  0.10
26 C 1.14 5.01 -1.62  -0.09
27 H 0.86 5.22 -0.59  0.11
28 C 4.30 2.11 0.24  -0.30
29 C 5.54 2.45 -0.32  -0.19
30 H 5.68 3.33 -0.94  0.09
31 C 6.55 1.49 -0.33  -0.09
32 H 7.34 1.59 -1.06  0.10
33 C 6.46 0.35 0.49  -0.09
34 H 7.29 -0.37 0.49  0.11
35 C 5.28 0.14 1.23  -0.08
36 H 5.23 -0.77 1.84  0.10
37 C 4.19 1.02 1.13  -0.08
38 H 3.28 0.79 1.71  0.10
39 H 2.01 1.95 -0.74  0.00
40 H 3.49 2.00 -2.16  -0.02
41 C -2.69 2.94 -1.76  -0.06
42 C -1.63 2.09 -1.42  -0.07
43 N -1.66 1.35 -0.28  -0.05
44 C -2.78 1.38 0.54  -0.14
45 C -3.94 2.10 0.17  -0.15
46 C -3.85 2.92 -0.98  0.00
47 C -5.09 1.83 1.00  -0.02
48 C -5.04 0.97 2.08  -0.02
49 C -3.85 0.32 2.52  -0.16
50 C -3.73 -0.57 3.61  -0.04
51 C -2.48 -1.06 3.99  -0.08
52 C -1.36 -0.71 3.25  -0.12
53 N -1.55 -0.03 2.11  -0.11
54 C -2.73 0.59 1.74  -0.15
55 H -2.57 3.56 -2.66  0.11
56 H -0.76 1.99 -2.07  0.12
57 H -4.70 3.53 -1.27  0.11
58 H -6.01 2.33 0.70  0.11
59 H -5.96 0.78 2.63  0.11
60 H -4.62 -0.88 4.16  0.11
61 H -2.33 -1.73 4.82  0.10
62 H -0.34 -1.01 3.50  0.12

<S²>   3.79
Multiplicity   4
Charge   0
Kohn-Sham gap (alpha / beta)   4.87 / 7.68 eV
Highest occupied orbital energy (alpha / beta)   -5.1 / -7.9 eV

***

Entry 4:
Entry from the OMol25 dataset: a 2-piece molecular cluster, C3H8N2 overall (ωB97M-V/def2-TZVPD).

Each line ends with the Löwdin charge.
Cartesian coordinates (Å):
1 C -1.16 2.92 -0.74  0.08
2 C -0.44 0.73 0.02  -0.01
3 C 1.31 -2.33 0.71  -0.14
4 N 0.55 -0.09 0.20  -0.08
5 N 0.48 -1.46 -0.15  -0.14
6 H -0.65 3.63 -0.11  0.00
7 H -0.68 2.76 -1.65  -0.02
8 H -2.19 2.95 -0.54  -0.01
9 H -1.46 0.50 -0.27  0.02
10 H 2.23 -1.83 0.89  0.04
11 H 0.79 -2.60 1.73  0.09
12 H 1.63 -3.39 0.31  0.10
13 H -0.41 -1.79 -0.40  0.08

Charge   0
Kohn-Sham gap (alpha / beta)   8.26 / 8.73 eV
Highest occupied orbital energy (alpha / beta)   -8.3 / -8.6 eV
Relative energy (zero: lowest compared OMol25 entry of this formula, charge and spin)   682.7 kJ/mol

***

| no. | DFT total energy (eV) |
| --- | --- |
| 1 | -115854.2118 |
| 2 | -30333.8119 |
| 3 | -68103.0460 |
| 4 | -6214.7714 |